1.
Density functional theory data (ωB97M-V/def2-TZVPD) for C5H6N2S in the gas phase at a distorted geometry.

Calculated values
* SMILES string: [H]/N=C1\N=CS\C1=C\C
* 2S+1: 1
* total charge: 0
* energy above the lowest of the compared OMol25 structures with the same formula, charge and spin: 229.1 kJ/mol

Cartesian coordinates (Å):
1 C 2.02175 -0.53545 -0.01484
2 C 0.71571 -1.18427 -0.22592
3 C -0.45421 -0.61106 0.07216
4 C -2.68814 0.28790 -0.06085
5 C -0.53892 0.86116 -0.03062
6 H 2.04960 0.49855 0.18438
7 H 2.85855 -0.76880 -0.74229
8 H 2.52350 -0.89130 0.82116
9 H 0.70306 -2.30068 -0.07445
10 H -3.81101 0.27573 0.12117
11 H 0.10339 2.60424 0.04195
12 N -1.92818 1.34102 -0.14253
13 N 0.43402 1.69847 0.03654
14 S -1.98913 -1.27551 0.01414

natural (NBO) atomic charge list, values in e, 6 entries: -0.692, -0.067, -0.341, -0.075, 0.376, 0.278

---

2.
Density functional theory data (ωB97M-V/def2-TZVPD) for a molecular structure, C4H3I at a distorted geometry.

Calculated values
* 2S+1: 1
* total charge: 0
* energy above the lowest of the compared OMol25 structures with the same formula, charge and spin: 613.1 kJ/mol

Cartesian coordinates (Å):
1 C -0.49714 -0.26963 0.34683
2 C 0.91374 -0.40983 0.36372
3 C 0.35523 -0.44987 -0.91462
4 C -2.02121 0.95358 -0.21827
5 I -3.76669 -0.12910 -0.60931
6 H -1.25846 -0.26802 1.04801
7 H 1.70869 -0.60334 0.97255
8 H -1.69005 1.33140 -1.23547

natural (NBO) atomic charge list, values in e, 6 entries: -0.225, -0.233, 0.000, -0.379, 0.165, 0.293

---

3.
Density functional theory data (ωB97M-V/def2-TZVPD) for a molecular structure, C42H109BMnO21 at a distorted geometry.

Calculated values
* 2S+1: 6
* E: -4420.81013 Eh
* ⟨S²⟩: 8.753
* total charge: 0

Cartesian coordinates (Å):
1 Mn -2.40092 1.78431 -2.05183
2 C 0.16857 0.21604 0.63723
3 C 0.07207 -0.24525 -0.79650
4 O -0.93186 0.35877 -1.60422
5 H -0.08918 1.27305 0.70352
6 H 1.14020 -0.08459 1.02923
7 H -0.52859 -0.34183 1.26242
8 H -0.06671 -1.32631 -0.78409
9 H 1.01033 -0.01328 -1.30045
10 B -2.53559 1.81166 -4.36143
11 H -2.24016 1.60157 -5.37771
12 H -2.54408 0.94419 -3.71981
13 H -1.86160 2.53727 -3.93312
14 H -3.56355 2.13939 -4.34987
15 C -5.16922 1.59176 5.71681
16 O -4.56198 1.63957 6.96462
17 C -3.15336 1.50316 6.99791
18 C -2.65099 0.08939 6.58701
19 O -2.68069 -0.26025 5.27069
20 C -2.36428 -1.60669 4.92856
21 H -6.23147 1.81717 5.81129
22 H -4.96277 0.63040 5.24644
23 H -4.78486 2.42182 5.12404
24 H -2.81502 1.79677 7.99161
25 H -2.68445 2.13305 6.24196
26 H -3.25098 -0.70995 7.02196
27 H -1.61518 0.06836 6.92573
28 H -3.32880 -2.07434 4.73074
29 H -1.84122 -2.24283 5.64258
30 H -1.61029 -1.50245 4.14836
31 C -2.32806 -3.91403 -0.22167
32 O -3.17478 -4.39047 0.81172
33 C -4.25152 -3.47571 1.17061
34 C -4.88085 -3.96154 2.44131
35 O -5.12879 -5.35067 2.51542
36 C -6.09339 -5.85720 1.59169
37 H -1.37208 -3.49778 0.09603
38 H -2.73262 -3.02151 -0.69898
39 H -2.09073 -4.69793 -0.94088
40 H -4.91788 -3.40225 0.31115
41 H -3.81912 -2.49400 1.36392
42 H -5.78043 -3.36675 2.59969
43 H -4.21023 -3.68328 3.25431
44 H -7.03417 -5.33241 1.75793
45 H -6.46352 -6.85583 1.82373
46 H -5.70015 -5.81792 0.57585
47 C 3.88411 -0.94395 3.21966
48 O 2.71686 -0.95470 4.00700
49 C 2.32792 0.29033 4.60647
50 C 1.19366 0.00433 5.62622
51 O 1.34866 -1.21309 6.36693
52 C 2.43916 -1.45731 7.25851
53 H 3.69301 -1.18952 2.17502
54 H 4.69179 -1.61967 3.50101
55 H 4.37723 0.02683 3.26978
56 H 1.91504 1.01448 3.90416
57 H 3.20174 0.78535 5.03014
58 H 0.27647 -0.11835 5.05019
59 H 0.99386 0.88286 6.23970
60 H 2.23402 -2.50476 7.47955
61 H 2.29472 -0.85371 8.15458
62 H 3.46867 -1.24600 6.96947
63 C 4.29358 1.96188 -7.68716
64 O 4.79000 1.77564 -6.35641
65 C 4.03726 2.40256 -5.27482
66 C 4.14770 1.57317 -4.02986
67 O 3.58418 2.23627 -3.01716
68 C 3.77534 1.75842 -1.70142
69 H 4.95232 1.53510 -8.44349
70 H 4.14827 3.02730 -7.86564
71 H 3.28075 1.57516 -7.79994
72 H 2.97949 2.47251 -5.52846
73 H 4.38226 3.43636 -5.29279
74 H 5.16970 1.26494 -3.80940
75 H 3.53180 0.67402 -4.04694
76 H 3.25591 2.41865 -1.00688
77 H 4.82377 1.81891 -1.40950
78 H 3.42179 0.72769 -1.67495
79 C 2.18000 -4.17915 4.48886
80 O 1.12640 -4.15178 3.56199
81 C 0.35534 -5.39550 3.41501
82 C -0.11288 -5.52198 2.00648
83 O 1.02440 -5.46746 1.14757
84 C 1.42161 -4.20454 0.67653
85 H 2.75809 -5.07355 4.25659
86 H 1.89335 -4.29487 5.53411
87 H 2.94297 -3.40071 4.49044
88 H -0.46390 -5.33055 4.13106
89 H 0.84256 -6.34003 3.65706
90 H -1.03594 -4.97956 1.80193
91 H -0.39432 -6.57500 2.01125
92 H 1.58095 -4.33785 -0.39349
93 H 2.36973 -3.82853 1.06098
94 H 0.76922 -3.35613 0.88311
95 C -1.74632 -4.55519 -6.77379
96 O -1.87607 -3.49895 -5.90522
97 C -0.90236 -3.48669 -4.82105
98 C -0.68024 -2.05983 -4.31250
99 O 0.33750 -1.44066 -5.20329
100 C 0.67854 -0.11005 -4.80938
101 H -0.72154 -4.81722 -7.03702
102 H -2.33112 -4.51902 -7.69292
103 H -2.06460 -5.49229 -6.31703
104 H 0.06239 -3.90708 -5.10496
105 H -1.24563 -4.10390 -3.99080
106 H -0.36458 -2.07297 -3.26928
107 H -1.60352 -1.48796 -4.40534
108 H 1.31298 -0.08645 -3.92335
109 H -0.19691 0.50240 -4.59352
110 H 1.31580 0.28720 -5.59943
111 C 3.83238 -2.10781 -1.78119
112 O 5.00917 -1.30336 -2.17616
113 C 6.17815 -1.81824 -1.62928
114 C 7.37963 -0.94627 -2.05450
115 O 8.04101 -1.29636 -3.31313
116 C 9.12008 -0.46429 -3.53465
117 H 2.87925 -1.64929 -2.04460
118 H 3.80553 -2.42758 -0.73949
119 H 3.86927 -2.98597 -2.42583
120 H 6.22649 -2.79899 -2.10246
121 H 6.03330 -1.86263 -0.54986
122 H 8.13071 -0.68901 -1.30765
123 H 6.95076 0.05265 -2.13416
124 H 9.99183 -0.59959 -2.89446
125 H 8.74363 0.55552 -3.45478
126 H 9.64183 -0.65905 -4.47164
127 C -2.17519 3.18981 1.07269
128 O -2.73993 2.22215 0.19665
129 C -3.91542 1.53914 0.63362
130 C -4.26003 0.26051 -0.19035
131 O -3.92330 0.36479 -1.62848
132 C -4.24715 -0.76796 -2.44441
133 H -1.93856 2.74703 2.04018
134 H -2.91642 3.92987 1.37433
135 H -1.30423 3.69385 0.65380
136 H -4.66859 2.31086 0.79258
137 H -3.69036 1.20331 1.64589
138 H -5.26283 -0.03481 0.11836
139 H -3.59009 -0.53853 0.12714
140 H -3.67837 -1.66909 -2.21517
141 H -4.09437 -0.55837 -3.50311
142 H -5.31758 -0.92471 -2.31136
143 C 0.44470 7.21352 -0.84128
144 O 0.11191 6.15070 0.13438
145 C 1.08203 6.26515 1.18375
146 C 0.73302 5.35747 2.34168
147 O 0.74250 4.00596 2.12377
148 C 2.03236 3.38477 1.93043
149 H 0.43911 8.15243 -0.28763
150 H -0.32464 7.19699 -1.61325
151 H 1.46488 7.04751 -1.18738
152 H 1.22928 7.27167 1.57534
153 H 2.01195 6.04905 0.65776
154 H -0.29457 5.60508 2.60787
155 H 1.19132 5.58977 3.30298
156 H 1.87549 2.38907 1.51564
157 H 2.64931 3.35902 2.82867
158 H 2.57087 4.07506 1.28112
159 C 0.24732 3.69400 -2.10351
160 O -1.13977 3.50383 -1.79226
161 C -1.87322 4.65692 -2.10963
162 C -3.35928 4.51366 -1.72135
163 O -3.85129 3.21987 -1.96514
164 C -5.23822 3.15109 -2.28424
165 H 0.57748 2.94508 -2.82338
166 H 0.72616 3.59377 -1.12947
167 H 0.50263 4.68210 -2.48637
168 H -1.70966 5.02182 -3.12364
169 H -1.39794 5.38878 -1.45650
170 H -3.84965 5.15917 -2.45002
171 H -3.61347 4.87816 -0.72605
172 H -5.94086 3.45233 -1.50730
173 H -5.53935 2.13418 -2.53592
174 H -5.41900 3.81793 -3.12728

Löwdin atomic charge list, values in e, 6 entries: 0.810, -0.085, -0.406, -0.343, 0.055, 0.061

---

4.
Density functional theory data (ωB97M-V/def2-TZVPD) for 2 unconnected molecules or ions with the total composition CH2N2O2S2 at a distorted geometry.

Calculated values
* 2S+1: 1
* total charge: 0
* energy above the lowest of the compared OMol25 structures with the same formula, charge and spin: 274.6 kJ/mol

Cartesian coordinates (Å):
1 C -0.71407 1.74289 -0.66893
2 N -1.55873 1.35809 -1.37312
3 N -0.44522 -1.39390 -0.02219
4 O 2.02760 -0.86057 -0.13504
5 O 0.94923 -0.69049 1.98935
6 S 0.32621 2.56021 0.26354
7 S 0.89335 -0.51132 0.59246
8 H -0.26441 -1.35274 -0.97485
9 H -1.21397 -0.85217 0.32877

natural (NBO) atomic charge list, values in e, 6 entries: -0.069, -0.384, -0.891, -0.836, -0.829, 0.066

---

5.
Density functional theory data (ωB97M-V/def2-TZVPD) for a molecular structure, C4H3GaLiO at a distorted geometry.

Calculated values
* 2S+1: 2
* ⟨S²⟩: 0.787
* total charge: +2
* energy above the lowest of the compared OMol25 structures with the same formula, charge and spin: 23.8 kJ/mol

Cartesian coordinates (Å):
1 C 1.73538 -0.69126 0.85066
2 C 1.31451 0.02200 -0.18017
3 H 2.51856 -1.45839 0.83543
4 H 1.63408 -0.00441 -1.23247
5 Ga 0.35710 0.42207 1.71371
6 C -0.39812 1.10270 -0.01519
7 C -1.62583 0.60062 -0.14583
8 O -2.30708 -0.39069 -0.32176
9 H -0.23356 2.16324 -0.22712
10 Li -2.99505 -1.76589 -1.27725

natural (NBO) atomic charge list, values in e, 6 entries: -0.518, -0.210, 0.336, 0.305, 1.397, -0.789

---

6.
Density functional theory data (ωB97M-V/def2-TZVPD) for a molecular structure, C8H10LuN2O2 at a distorted geometry.

Calculated values
* 2S+1: 1
* total charge: -1
* energy above the lowest of the compared OMol25 structures with the same formula, charge and spin: 0.0 kJ/mol

Cartesian coordinates (Å):
1 C 1.42421 1.31036 -0.50535
2 C 1.83265 0.02962 -0.03414
3 C 1.60188 -0.01747 1.37902
4 C 1.04694 1.24794 1.77266
5 C 0.94584 2.06521 0.60268
6 Lu -0.61824 0.10152 0.32674
7 C -0.87987 -2.07657 -0.78577
8 C -0.78463 -1.08800 -1.69662
9 C -0.56962 -0.61426 -2.91622
10 N -1.56572 1.23447 -1.07687
11 H 1.85151 -0.85033 2.04634
12 H 2.26963 -0.77202 -0.63716
13 H 0.79487 1.54287 2.79605
14 H 0.58262 3.09388 0.57474
15 H 1.49274 1.65179 -1.53847
16 H 0.01562 -2.59971 -0.40208
17 H -2.11051 2.04696 -1.38642
18 H -1.83160 -2.51745 -0.43651
19 H -0.39223 -1.28018 -3.76824
20 H -0.58556 0.45240 -3.16841
21 O -1.54296 -1.53136 3.88628
22 N -1.07373 -0.93812 2.94847
23 O -1.90384 -0.49154 2.01928

Löwdin atomic charge list, values in e, 6 entries: -0.239, -0.249, -0.261, -0.244, -0.226, 1.273